Below is a 12-piece molecular cluster, C43H50F5N7O15 overall in a non-equilibrium geometry, with properties calculated with the ωB97M-V functional and the def2-TZVPD basis.

Last columns: bonded neighbours and bond lengths (Å).
Atoms and positions in Å:
1 O 24.611 12.617 -11.183  C2 1.185
2 C 24.903 13.142 -10.161  O1 1.185, O3 1.358, O7 1.342
3 O 24.041 13.351 -9.133  C2 1.358, C4 1.436
4 C 24.701 14.039 -8.059  O3 1.436, C5 1.501, H8 1.092, H9 1.086
5 C 26.128 14.085 -8.522  C4 1.501, F6 1.381, O7 1.395, H10 1.090
6 F 26.883 13.238 -7.736  C5 1.381
7 O 26.122 13.593 -9.827  C2 1.342, C5 1.395
8 H 24.269 15.035 -8.175  C4 1.092
9 H 24.588 13.499 -7.124  C4 1.086
10 H 26.604 15.057 -8.385  C5 1.090
11 O 20.568 8.189 -12.311  C12 1.187
12 C 20.198 7.738 -11.277  O11 1.187, O13 1.361, O17 1.327
13 O 19.323 8.319 -10.413  C12 1.361, C14 1.428
14 C 19.287 7.571 -9.197  O13 1.428, C15 1.547, H18 1.083, H19 1.088
15 C 20.206 6.353 -9.455  C14 1.547, F16 1.366, O17 1.378, H20 1.089
16 F 19.433 5.235 -9.330  C15 1.366
17 O 20.657 6.621 -10.730  C12 1.327, C15 1.378
18 H 19.641 8.179 -8.374  C14 1.083
19 H 18.280 7.198 -9.024  C14 1.088
20 H 21.030 6.274 -8.747  C15 1.089
21 O 25.860 12.119 -4.618  C22 1.185
22 C 26.937 12.435 -4.238  O21 1.185, O23 1.378, O27 1.333
23 O 27.366 12.250 -2.942  C22 1.378, C24 1.384
24 C 28.679 12.677 -2.850  O23 1.384, C25 1.542, H28 1.091, H29 1.104
25 C 28.746 13.707 -3.995  C24 1.542, F26 1.349, O27 1.412, H30 1.095
26 F 30.023 13.920 -4.374  C25 1.349
27 O 27.903 13.052 -4.919  C22 1.333, C25 1.412
28 H 29.093 12.961 -1.882  C24 1.091
29 H 29.510 11.999 -3.114  C24 1.104
30 H 28.361 14.685 -3.688  C25 1.095
31 O 18.795 15.854 -2.376  C32 1.195
32 C 19.291 15.068 -3.127  O31 1.195, O33 1.351, O37 1.335
33 O 18.664 14.009 -3.684  C32 1.351, C34 1.432
34 C 19.531 13.358 -4.620  O33 1.432, C35 1.503, H38 1.088, H39 1.091
35 C 20.864 13.900 -4.185  C34 1.503, F36 1.380, O37 1.400, H40 1.094
36 F 21.652 14.159 -5.288  C35 1.380
37 O 20.583 15.069 -3.468  C32 1.335, C35 1.400
38 H 19.520 12.278 -4.493  C34 1.088
39 H 19.271 13.557 -5.660  C34 1.091
40 H 21.444 13.152 -3.638  C35 1.094
41 O 19.700 10.516 -6.069  C42 1.187
42 C 20.823 10.324 -6.402  O41 1.187, O43 1.335, O47 1.370
43 O 21.807 11.192 -6.155  C42 1.335, C44 1.425
44 C 23.034 10.774 -6.747  O43 1.425, C45 1.507, H48 1.090, H49 1.090
45 C 22.569 9.588 -7.553  C44 1.507, F46 1.365, O47 1.392, H50 1.095
46 F 23.443 8.552 -7.399  C45 1.365
47 O 21.308 9.237 -7.080  C42 1.370, C45 1.392
48 H 23.461 11.506 -7.432  C44 1.090
49 H 23.773 10.528 -5.984  C44 1.090
50 H 22.533 9.891 -8.605  C45 1.095
51 C 20.933 7.019 -3.623  C52 1.430, C55 1.355, H56 1.082
52 C 21.825 6.370 -4.533  C51 1.430, C53 1.369, H57 1.076
53 C 21.413 5.064 -4.503  C52 1.369, N54 1.361, H58 1.081
54 N 20.475 4.875 -3.535  C53 1.361, C55 1.387, H59 1.003
55 C 20.130 6.113 -3.014  C51 1.355, N54 1.387, H60 1.077
56 H 20.961 8.065 -3.348  C51 1.082
57 H 22.637 6.773 -5.112  C52 1.076
58 H 21.935 4.266 -5.013  C53 1.081
59 H 20.059 3.981 -3.352  N54 1.003
60 H 19.314 6.196 -2.317  C55 1.077
61 C 22.757 3.657 -7.810  C62 1.410, C65 1.407, H66 1.082
62 C 23.404 4.910 -7.825  C61 1.410, C63 1.395, H67 1.075
63 C 24.700 4.610 -7.407  C62 1.395, N64 1.371, H68 1.078
64 N 24.815 3.249 -7.283  C63 1.371, C65 1.321, H69 1.006
65 C 23.692 2.628 -7.595  C61 1.407, N64 1.321, H70 1.076
66 H 21.714 3.612 -8.094  C61 1.082
67 H 22.981 5.887 -7.974  C62 1.075
68 H 25.562 5.210 -7.164  C63 1.078
69 H 25.719 2.844 -7.110  N64 1.006
70 H 23.522 1.565 -7.573  C65 1.076
71 C 16.899 8.121 -6.237  C72 1.393, C75 1.383, H76 1.077
72 C 16.213 6.940 -5.961  C71 1.393, C73 1.385, H77 1.083
73 C 17.088 5.959 -5.524  C72 1.385, N74 1.383, H78 1.075
74 N 18.347 6.526 -5.601  C73 1.383, C75 1.349, H79 1.007
75 C 18.231 7.776 -6.094  C71 1.383, N74 1.349, H80 1.073
76 H 16.603 9.120 -6.508  C71 1.077
77 H 15.167 6.676 -5.872  C72 1.083
78 H 16.940 4.959 -5.157  C73 1.075
79 H 19.198 6.052 -5.345  N74 1.007
80 H 19.128 8.311 -6.339  C75 1.073
81 C 17.964 11.112 -1.240  C82 1.390, C85 1.386, H86 1.075
82 C 17.178 11.694 -2.227  C81 1.390, C83 1.365, H87 1.083
83 C 17.235 10.982 -3.391  C82 1.365, N84 1.380, H88 1.078
84 N 18.001 9.859 -3.152  C83 1.380, C85 1.380, H89 1.008
85 C 18.388 9.930 -1.829  C81 1.386, N84 1.380, H90 1.082
86 H 18.259 11.501 -0.282  C81 1.075
87 H 16.649 12.629 -2.366  C82 1.083
88 H 16.761 11.120 -4.349  C83 1.078
89 H 18.279 9.223 -3.881  N84 1.008
90 H 19.106 9.171 -1.545  C85 1.082
91 C 22.135 10.585 -1.171  C92 1.425, C95 1.380, H96 1.078
92 C 21.905 10.829 -2.555  C91 1.425, C93 1.367, H97 1.080
93 C 23.057 11.381 -3.044  C92 1.367, N94 1.368, H98 1.079
94 N 23.915 11.623 -2.006  C93 1.368, C95 1.375, H99 1.003
95 C 23.364 11.124 -0.849  C91 1.380, N94 1.375, H100 1.077
96 H 21.424 10.219 -0.448  C91 1.078
97 H 20.909 10.799 -2.973  C92 1.080
98 H 23.283 11.805 -4.009  C93 1.079
99 H 24.713 12.231 -2.008  N94 1.003
100 H 23.869 11.140 0.102  C95 1.077
101 C 26.869 9.347 -7.696  C102 1.424, C105 1.384, H106 1.079
102 C 27.212 8.013 -7.334  C101 1.424, C103 1.395, H107 1.076
103 C 27.487 7.361 -8.536  C102 1.395, N104 1.362, H108 1.078
104 N 27.359 8.248 -9.562  C103 1.362, C105 1.352, H109 1.004
105 C 27.029 9.462 -9.066  C101 1.384, N104 1.352, H110 1.079
106 H 26.515 10.088 -6.995  C101 1.079
107 H 27.186 7.589 -6.345  C102 1.076
108 H 27.752 6.335 -8.728  C103 1.078
109 H 27.723 8.039 -10.474  N104 1.004
110 H 26.874 10.263 -9.772  C105 1.079
111 C 20.836 13.487 -8.534  C112 1.398, C115 1.377, H116 1.079
112 C 20.120 14.661 -8.793  C111 1.398, C113 1.391, H117 1.079
113 C 19.945 14.761 -10.169  C112 1.391, N114 1.375, H118 1.076
114 N 20.712 13.765 -10.726  C113 1.375, C115 1.371, H119 1.004
115 C 21.253 12.977 -9.744  C111 1.377, N114 1.371, H120 1.078
116 H 21.253 13.129 -7.606  C111 1.079
117 H 19.833 15.323 -7.991  C112 1.079
118 H 19.456 15.602 -10.631  C113 1.076
119 H 20.815 13.622 -11.715  N114 1.004
120 H 21.814 12.142 -10.132  C115 1.078

The SMILES is O=C1OC[C@@H](F)O1.O=C1OC[C@@H](F)O1.O=C1OC[C@@H](F)O1.O=C1OC[C@@H](F)O1.O=C1OC[C@@H](F)O1.c1cc[nH]c1.c1cc[nH]c1.c1cc[nH]c1.c1cc[nH]c1.c1cc[nH]c1.c1cc[nH]c1.c1cc[nH]c1. For the electronic energy, the calculation gives -100129.807 eV. Its total charge is 0. Its multiplicity is 1. As for the relative energy (zero: lowest compared OMol25 entry of this formula, charge and spin): 0.0 kJ/mol.